Below is a 11-piece molecular cluster, C4H31NO10S overall at a distorted geometry, with properties calculated with ωB97M-V/def2-TZVPD.

Results
Structure (SMILES): CN[C@H](C)CS.O.O.O.O.O.O.O.O.O.O
Energy above the lowest of the compared OMol25 structures with the same formula, charge and spin: 0.0 kJ/mol
Multiplicity: 1
Max |F|: 3.001 eV/A
Orbital gap: 9.1 eV
HOMO energy: -8.925 eV
LUMO: 0.2 eV

CARTESIAN COORDINATES (ANGSTROEM)
C: 2.96597 -0.28096 -1.32036
N: 1.69237 -0.36957 -0.59756
C: 1.77013 -1.33511 0.54614
C: 1.83454 -2.76132 -0.00123
C: 0.44511 -1.16241 1.30234
S: 0.77385 -0.88471 3.10029
H: 3.62573 -1.13810 -1.19328
H: 2.70015 -0.02479 -2.34508
H: 3.55085 0.55412 -0.92278
H: 0.90739 -0.66422 -1.16340
H: 2.63253 -1.15600 1.17889
H: 2.82653 -2.92013 -0.44175
H: 1.92886 -3.42505 0.86733
H: 1.12475 -3.16543 -0.70657
H: -0.00782 -0.18684 1.12277
H: -0.30851 -1.92267 1.10152
H: -0.37141 -0.23270 3.37482
O: -3.20628 -2.70996 0.92573
H: -3.18062 -3.12415 0.05912
H: -3.58306 -1.83704 0.82895
O: 2.33904 3.04342 -0.00567
H: 1.53000 2.78040 0.44598
H: 3.04359 2.78930 0.59419
O: -1.48148 -3.15781 -2.29517
H: -0.84016 -2.50450 -2.58686
H: -1.01092 -3.93032 -1.97587
O: -1.89136 2.85814 2.02543
H: -1.97805 3.06008 1.07495
H: -2.54358 2.17795 2.23093
O: -2.32327 -0.41700 -0.51315
H: -1.72402 -1.17061 -0.48641
H: -1.83438 0.37461 -0.26052
O: 0.47661 1.78704 -1.80284
H: 1.30247 2.29355 -1.86807
H: 0.74022 1.17579 -1.06406
O: 0.18321 -0.23958 -3.59355
H: -0.68115 -0.57077 -3.31697
H: 0.11003 0.67977 -3.26614
O: -2.90101 0.10819 2.31941
H: -2.31689 -0.42413 1.77335
H: -3.77095 0.11371 1.91427
O: -1.71259 2.96326 -0.64941
H: -2.18941 3.66172 -1.08406
H: -0.81866 2.84936 -1.01655
O: 0.99995 2.57659 2.40734
H: 0.03711 2.47367 2.40677
H: 1.13462 3.39521 2.87677

Löwdin atomic charge list, values in e, 8 entries: atom 1 (C): -0.093, atom 2 (N): -0.114, atom 3 (C): -0.429, atom 4 (C): -0.063, atom 5 (C): -0.508, atom 6 (S): 0.732, atom 7 (H): 0.071, atom 8 (H): 0.082



Below is a 12-piece molecular cluster, C4H31NO11 overall at a distorted geometry, with properties calculated with ωB97M-V/def2-TZVPD.

Results
Energy above the lowest of the compared OMol25 structures with the same formula, charge and spin: 87.4 kJ/mol
Multiplicity: 2
Max |F|: 3.311 eV/A
Net charge: +1
Orbital gap (spin up / spin down): 10.3 / 5.3 eV
HOMO energy (spin up / spin down): -13.330 / -13.329 eV
LUMO (spin up / spin down): -3.0 / -8.1 eV

CARTESIAN COORDINATES (ANGSTROEM)
C: 1.12491 -0.55848 -1.35671
N: 0.70322 -1.45240 -0.26180
C: 1.46138 -2.68892 -0.32011
C: 2.84145 -2.17910 -0.80850
C: 2.63370 -0.86638 -1.59943
H: 0.74606 0.40218 -1.08871
H: 0.72671 -1.04767 -2.25926
H: 0.88633 -0.97146 0.62757
H: 1.08834 -3.33859 -1.10924
H: 1.62093 -3.25318 0.59002
H: 3.55303 -1.88039 -0.03632
H: 3.20714 -3.04093 -1.36263
H: 2.90695 -1.13127 -2.61977
H: 3.24599 -0.01363 -1.31495
H: -0.64039 2.85069 -1.98642
H: 0.32355 4.09457 -2.46152
O: -0.50736 3.79209 -2.11766
H: -1.89615 -3.34626 0.78088
H: -2.74328 -2.71438 -0.17137
O: -2.13710 -3.45037 -0.14592
H: -1.54906 -1.84045 -1.31771
H: -1.84079 -2.24473 -2.84823
O: -2.01353 -1.64464 -2.12019
H: -0.78416 4.33646 0.93676
H: -1.40458 3.30265 0.23055
O: -0.50122 3.44253 0.68989
H: -1.59200 -1.06550 0.68053
H: -2.11701 -0.56157 2.05333
O: -2.21450 -1.24704 1.38064
H: -1.54553 -2.02612 3.61201
H: -0.23847 -1.31936 3.83106
O: -1.18972 -1.15291 3.81700
H: -3.19803 3.29105 -0.84813
H: -2.54285 1.90468 -0.46662
O: -2.86767 2.75578 -0.12084
H: -1.72736 0.14886 -2.01853
H: -0.88751 0.74724 -0.71182
O: -1.46360 0.90108 -1.46226
H: 1.72970 3.47280 -0.56085
H: 2.33791 2.32735 0.15026
O: 2.56240 2.97810 -0.52345
H: 0.08171 1.97579 1.07886
H: 0.64628 0.68655 1.74836
O: 0.49541 1.08436 0.87555
H: 0.10124 0.25958 3.75509
H: 1.65903 0.33150 3.83215
O: 0.91851 -0.05016 3.34841

Löwdin atomic charge list, values in e, 8 entries: atom 1 (C): -0.109, atom 2 (N): 0.167, atom 3 (C): -0.111, atom 4 (C): -0.122, atom 5 (C): -0.092, atom 6 (H): 0.074, atom 7 (H): 0.150, atom 8 (H): 0.141



Below is a 17-piece molecular cluster, C4H32BO24 overall at a distorted geometry, with properties calculated with ωB97M-V/def2-TZVPD.

Results
Energy above the lowest of the compared OMol25 structures with the same formula, charge and spin: 23.2 kJ/mol
Multiplicity: 2
Max |F|: 5.412 eV/A
Net charge: -2
Orbital gap (spin up / spin down): 3.2 / 7.3 eV
HOMO energy (spin up / spin down): 0.874 / -3.240 eV
LUMO (spin up / spin down): 4.1 / 4.1 eV

CARTESIAN COORDINATES (ANGSTROEM)
O: -2.37329 -1.11459 0.53456
C: -1.16859 -0.79849 0.43764
O: -0.64067 -0.13000 -0.57090
B: 0.70686 0.32822 -0.24205
O: 1.00186 -0.30308 1.05229
C: -0.03453 -0.95298 1.48072
O: 0.03841 -1.67952 2.46654
O: 0.74567 1.84414 -0.13643
C: 1.58794 2.27360 -1.02130
O: 2.02111 3.43777 -1.08352
C: 2.16265 1.03483 -1.84892
O: 1.66367 -0.05563 -1.27868
O: 2.97044 1.08253 -2.77741
O: -2.48427 2.85952 0.83118
H: -1.63024 3.18534 0.54709
H: -3.06846 3.61321 0.74795
O: -0.49929 4.84962 0.41242
H: -0.19632 5.15455 -0.44283
H: -0.22929 5.53676 1.02166
O: 2.04996 4.15173 1.77720
H: 3.00108 4.05824 1.72392
H: 1.71197 3.54628 1.11733
O: 0.31046 -2.05185 -2.93156
H: 0.85170 -2.00418 -2.14351
H: 0.14556 -2.98686 -3.05322
O: -1.37236 -1.41304 4.72223
H: -0.59987 -0.90836 4.46771
H: -1.10196 -1.88484 5.50996
O: 1.55357 -2.87596 4.55251
H: 1.15925 -2.49822 3.76634
H: 2.17024 -2.20955 4.85560
O: -3.22149 -1.02774 -2.46879
H: -2.50568 -0.69109 -3.00778
H: -2.83356 -1.14697 -1.60188
O: 0.81635 -4.07575 0.09515
H: 0.38204 -4.92846 0.11742
H: 1.16810 -3.96243 0.97813
O: 3.12735 5.80927 -2.71291
H: 2.50654 6.44943 -3.06081
H: 2.60175 5.02417 -2.55934
O: -4.72843 1.50788 -0.12352
H: -4.75663 0.66752 0.33389
H: -3.86308 1.86290 0.07985
O: 3.05051 2.41156 -5.11296
H: 3.92684 2.52575 -5.48069
H: 3.18914 1.89747 -4.31752
O: -3.68511 -3.67280 -0.25575
H: -3.26781 -4.34974 0.27701
H: -3.32489 -2.85034 0.07596
O: -2.78871 -3.62233 3.50533
H: -2.39965 -2.75245 3.59579
H: -2.05075 -4.22560 3.59316
O: -5.41512 -0.88491 1.98660
H: -5.34317 -1.66317 2.53919
H: -4.61092 -0.39450 2.15687
O: 5.44473 -0.91036 -3.21059
H: 4.53113 -1.00222 -2.94016
H: 5.64700 0.01350 -3.06290
O: 2.69042 -3.14522 -1.67625
H: 2.10613 -3.51247 -1.01294
H: 3.15371 -2.44013 -1.22409

Löwdin atomic charge list, values in e, 8 entries: atom 1 (O): -0.022, atom 2 (C): -0.408, atom 3 (O): 0.176, atom 4 (B): -0.875, atom 5 (O): 0.185, atom 6 (C): -0.473, atom 7 (O): -0.034, atom 8 (O): 0.230



Below is a 12-piece molecular cluster, C4H32N2O13 overall at a distorted geometry, with properties calculated with ωB97M-V/def2-TZVPD.

Results
Energy above the lowest of the compared OMol25 structures with the same formula, charge and spin: 0.0 kJ/mol
Multiplicity: 2
Max |F|: 1.058 eV/A
Net charge: -1
Orbital gap (spin up / spin down): 2.6 / 9.3 eV
HOMO energy (spin up / spin down): -0.183 / -7.079 eV
LUMO (spin up / spin down): 2.4 / 2.3 eV

CARTESIAN COORDINATES (ANGSTROEM)
C: 0.78259 0.81765 -1.59621
O: 0.80000 1.02172 -3.00684
C: 0.08645 -0.50882 -1.20465
C: -0.59733 -0.35892 0.16125
C: -1.64955 -1.39167 0.43004
N: -1.28934 -2.69288 0.26382
O: -2.76624 -1.09646 0.86119
N: 0.98000 -1.66466 -1.18557
H: 0.27456 1.69429 -1.13652
H: 1.81897 0.80988 -1.29100
H: -0.12209 0.96778 -3.37416
H: -0.65695 -0.67843 -1.98780
H: -1.04635 0.63618 0.23087
H: 0.14841 -0.39283 0.94840
H: -0.43303 -2.88578 -0.23970
H: -1.98542 -3.41490 0.33967
H: 1.45847 -1.76103 -2.08748
H: 1.68283 -1.57908 -0.45800
H: -0.84873 2.85406 0.66129
H: -2.26259 2.40282 1.21352
O: -1.79214 2.85098 0.45592
H: -2.57983 1.96856 -0.77977
H: -3.25251 0.57889 -0.77756
O: -3.02543 1.30304 -1.38084
H: -2.32003 0.89045 -4.35373
H: -2.22295 0.86475 -2.80212
O: -1.79420 0.51586 -3.63835
H: 1.11478 -1.58359 -4.41959
H: 1.62695 -0.27502 -3.83710
O: 1.93102 -1.18245 -4.08312
H: -0.86849 -2.46254 -3.35194
H: -1.32799 -1.14416 -4.04155
O: -0.91829 -2.01533 -4.21009
H: -2.86918 0.33594 1.87783
H: -1.86755 1.06380 2.90514
O: -2.68673 1.19070 2.34453
H: 0.29066 1.35087 3.37182
H: -0.13924 -0.11944 3.77155
O: -0.40911 0.82219 3.80499
H: 0.49235 -2.23636 4.42233
H: 0.20612 -2.29098 2.85423
O: 0.58625 -1.74930 3.56880
H: 5.04402 2.16254 1.67828
H: 4.10179 0.96381 1.31931
O: 4.31399 1.62159 1.99066
H: 2.07027 -0.99790 3.03703
H: 3.44981 -0.33666 3.27351
O: 2.79495 -0.49685 2.57980
H: 2.14835 2.60585 2.41409
H: 2.03349 1.09816 2.23810
O: 1.49419 1.92370 2.22569

Löwdin atomic charge list, values in e, 8 entries: atom 1 (C): -0.178, atom 2 (O): -0.114, atom 3 (C): -0.352, atom 4 (C): -0.083, atom 5 (C): -0.523, atom 6 (N): 0.172, atom 7 (O): -0.012, atom 8 (N): 0.047